# 1
{
  "formula": "C37H49BrMnN2P2S",
  "method": "ωB97M-V/def2-TZVPD",
  "symbols": ["H", "C", "H", "H", "C", "C", "C", "C", "C", "H", "H", "H", "C", "H", "C", "H", "C", "N", "C", "H", "C", "H", "C", "H", "H", "C", "H", "C", "C", "H", "C", "C", "C", "P", "C", "H", "P", "C", "H", "H", "Mn", "H", "H", "H", "Br", "C", "H", "N", "H", "C", "H", "H", "C", "H", "C", "H", "H", "H", "H", "H", "C", "H", "H", "H", "C", "C", "H", "C", "H", "H", "H", "C", "H", "H", "H", "C", "H", "C", "H", "H", "C", "H", "C", "C", "C", "S", "H", "H", "H", "H", "H", "C", "C"],
  "positions_angstrom": [[1.504, 2.164, 0.389], [3.447, -0.115, 0.813], [-3.933, -2.740, -5.091], [-0.771, 9.025, -5.486], [2.977, -0.320, 6.241], [3.148, -3.738, 0.440], [-1.097, 0.901, 4.666], [-0.925, 7.962, -5.675], [-1.678, 1.834, -1.915], [4.949, -1.251, -0.322], [-3.165, -2.297, -0.563], [-1.487, 4.265, -6.521], [-0.833, 7.042, -4.629], [4.126, -3.290, 0.220], [4.801, -0.809, 0.671], [-2.544, 1.806, -2.587], [-1.393, 6.306, -7.215], [-1.197, 7.595, -6.929], [-2.981, -1.822, -3.338], [-4.022, -1.478, 5.579], [-3.220, -0.779, 5.340], [-0.408, 0.605, 6.696], [-1.032, 5.682, -4.921], [2.692, -4.054, -0.507], [-3.871, -1.409, -2.837], [-0.928, 4.697, -3.879], [-1.612, 6.051, -8.252], [2.659, -0.668, -2.223], [1.681, -1.369, -1.288], [-0.503, -3.290, -1.564], [-3.237, -1.927, -4.852], [-0.736, 2.870, -2.044], [-2.172, 0.744, 3.787], [-2.674, -3.467, -2.579], [-1.175, 0.361, 5.956], [2.643, -2.636, 2.247], [1.970, -1.145, 0.508], [2.521, 2.384, 5.671], [-2.117, -1.176, -3.120], [4.940, -1.588, 1.430], [0.109, 0.018, 1.297], [-2.143, 0.071, -0.716], [0.621, -5.180, -3.040], [2.659, 0.421, -2.086], [-1.507, -1.684, 1.349], [3.628, 2.008, 6.431], [-0.594, -5.731, -1.879], [0.751, 1.167, 2.682], [-0.607, 7.384, -3.621], [-3.194, -0.145, 4.096], [-2.520, -3.918, -0.242], [4.723, 0.365, 7.316], [-0.274, 1.016, -0.203], [3.686, -1.036, -2.103], [-4.654, -3.884, -0.643], [-2.251, -0.972, 7.269], [3.331, -4.645, 1.029], [2.361, -0.864, -3.261], [-5.403, -3.179, -1.014], [4.324, 2.772, 6.793], [-0.440, -5.118, -2.774], [3.390, 0.758, 0.145], [-2.175, 1.287, 2.839], [-1.013, -5.574, -3.591], [3.856, 0.655, 6.723], [-0.854, -3.659, -2.539], [3.345, 0.271, 1.840], [-2.219, -0.504, 6.282], [5.594, -0.065, 0.819], [2.320, 3.428, 5.434], [-3.968, -0.351, 3.356], [1.643, 1.392, 5.182], [-2.309, -2.102, -5.409], [-0.448, -3.015, -3.335], [3.146, -1.374, 6.470], [-1.323, 5.304, -6.243], [1.679, 1.556, 2.485], [0.413, 3.029, -1.252], [1.237, -3.239, 1.366], [0.662, -1.000, -1.483], [-3.237, -3.353, -0.854], [-4.843, -4.038, 0.425], [1.875, 0.047, 5.460], [0.655, 2.073, -0.278], [-1.451, 0.880, -0.934], [0.287, 1.898, 4.123], [1.655, -2.449, -1.491], [1.195, -0.709, 5.074], [-3.676, -0.993, -5.224], [1.088, 3.876, -1.421], [-4.801, -4.840, -1.152], [2.239, -2.799, 1.235], [-0.909, 3.816, -3.041]],
  "fmax_ha_per_bohr": 0.0634,
  "s2": 8.92,
  "e_homo_ev": [-12.346, -12.549],
  "total_charge": 2,
  "multiplicity": 6,
  "e_above_lowest_kcal_mol": 0.00,
  "homo_lumo_gap_ha": [0.24421, 0.14977]
}

# 2
{
  "formula": "C10H16O",
  "method": "ωB97M-V/def2-TZVPD",
  "symbols": ["H", "H", "H", "C", "C", "C", "H", "C", "H", "H", "C", "H", "C", "H", "C", "H", "C", "H", "H", "H", "H", "H", "H", "H", "C", "O", "C"],
  "positions_angstrom": [[-2.436, 1.756, -2.508], [0.392, -3.046, 1.122], [-0.901, -1.525, -0.833], [0.560, 1.776, 1.046], [-0.849, 1.604, 1.075], [0.452, 2.371, -1.284], [-1.285, 1.181, 1.966], [-0.614, -2.994, 0.718], [0.910, 2.566, -2.249], [1.612, -1.987, -0.345], [-1.587, 1.740, -0.073], [2.288, 2.201, -0.189], [1.008, -2.417, -1.147], [-2.667, 1.707, -0.042], [1.216, 2.087, -0.180], [1.073, 2.051, 3.191], [-0.459, -2.531, -0.761], [2.380, 1.673, 2.197], [1.102, 0.409, 2.392], [-1.312, -2.368, 1.287], [1.221, -1.670, -1.915], [-1.135, -3.942, 0.841], [-1.213, -2.991, -1.408], [1.446, -3.360, -1.465], [1.308, 1.483, 2.293], [-1.621, 2.226, -2.390], [-0.891, 2.000, -1.337]],
  "fmax_ha_per_bohr": 0.0757,
  "s2": 0.77,
  "e_homo_ev": [-13.676, -13.682],
  "total_charge": 1,
  "multiplicity": 2,
  "e_above_lowest_kcal_mol": 27.88,
  "homo_lumo_gap_ha": [0.35851, 0.22619]
}

# 3
{
  "formula": "C6H10O",
  "method": "ωB97M-V/def2-TZVPD",
  "symbols": ["H", "C", "H", "O", "H", "C", "C", "H", "H", "C", "C", "H", "H", "H", "H", "H", "C"],
  "positions_angstrom": [[2.882, -0.538, -0.488], [0.093, 1.400, -0.119], [-1.778, -0.401, -1.335], [-0.618, 0.046, 1.730], [0.792, -1.771, 0.649], [1.891, -0.132, -0.318], [-1.711, -0.623, -0.260], [-0.092, 2.150, 0.662], [-2.611, -0.403, 0.384], [-0.444, -0.007, 0.316], [0.692, -0.999, -0.121], [-0.355, 1.795, -1.043], [0.465, -1.539, -1.062], [2.296, 1.962, -0.425], [-1.610, -1.710, -0.166], [-1.466, -0.390, 1.906], [1.574, 1.159, -0.310]],
  "fmax_ha_per_bohr": 0.0275,
  "e_homo_ev": -9.143,
  "smiles": "CC1(O)CC=CC1",
  "multiplicity": 1,
  "e_above_lowest_kcal_mol": 11.72,
  "homo_lumo_gap_ha": 0.37128
}